{"formula": "C24H60BrN3O3", "method": "ωB97M-V/def2-TZVPD", "symbols": ["Br", "C", "C", "N", "C", "C", "C", "C", "C", "O", "C", "H", "H", "H", "H", "H", "H", "H", "H", "H", "H", "H", "H", "H", "H", "H", "H", "H", "H", "H", "H", "C", "C", "N", "C", "C", "C", "C", "C", "O", "C", "H", "H", "H", "H", "H", "H", "H", "H", "H", "H", "H", "H", "H", "H", "H", "H", "H", "H", "H", "H", "C", "C", "N", "C", "C", "C", "C", "C", "O", "C", "H", "H", "H", "H", "H", "H", "H", "H", "H", "H", "H", "H", "H", "H", "H", "H", "H", "H", "H", "H"], "xyz": [[-9.53280, -10.04617, -2.04622], [-12.72130, -8.48977, -2.91052], [-13.97374, -9.01944, -2.26926], [-13.81747, -10.20152, -1.34045], [-12.94852, -9.79619, -0.16819], [-15.19654, -10.62833, -0.88541], [-16.13757, -9.52864, -0.47189], [-13.17054, -11.30021, -2.13294], [-13.30735, -12.69332, -1.52808], [-12.82902, -12.72480, -0.19669], [-13.20164, -13.92327, 0.47098], [-12.95258, -7.62657, -3.53733], [-12.28205, -9.22350, -3.58480], [-11.96490, -8.12924, -2.21633], [-14.73388, -9.30211, -2.99983], [-14.42668, -8.21813, -1.68713], [-13.12450, -10.51321, 0.61778], [-13.24416, -8.78703, 0.10838], [-11.92424, -9.76283, -0.53898], [-15.03154, -11.27138, -0.02000], [-15.57208, -11.28999, -1.66550], [-17.07853, -9.98782, -0.16834], [-16.42810, -8.81524, -1.24057], [-15.71964, -8.97422, 0.36864], [-12.12051, -11.08256, -2.32487], [-13.74746, -11.40160, -3.05705], [-12.72306, -13.38800, -2.14363], [-14.34342, -13.04699, -1.52313], [-14.28972, -14.03852, 0.47311], [-12.86716, -13.84384, 1.50260], [-12.73390, -14.78833, -0.00968], [-6.00790, -10.43617, -3.57919], [-6.75917, -11.52618, -4.30778], [-6.56533, -11.48711, -5.80822], [-5.14614, -11.75828, -6.17915], [-7.41213, -12.61823, -6.37714], [-7.57644, -12.61319, -7.88600], [-6.93388, -10.15270, -6.38642], [-8.32024, -9.62304, -6.08670], [-9.34791, -10.51757, -6.42584], [-10.59528, -10.14067, -5.84984], [-6.50838, -9.47357, -3.69115], [-4.96193, -10.32039, -3.84996], [-6.08236, -10.64955, -2.51195], [-7.83584, -11.47741, -4.15195], [-6.39538, -12.50846, -4.00362], [-4.52924, -10.95603, -5.78876], [-5.06432, -11.77927, -7.25992], [-4.84210, -12.72321, -5.78304], [-8.37882, -12.55963, -5.89260], [-6.88247, -13.53619, -6.12066], [-8.22557, -11.81228, -8.23014], [-8.06421, -13.53776, -8.20097], [-6.62571, -12.62121, -8.41817], [-6.77509, -10.22216, -7.45894], [-6.23245, -9.42669, -5.97928], [-8.39690, -8.72084, -6.71725], [-8.42874, -9.26534, -5.05432], [-11.25408, -10.99948, -5.93590], [-11.00898, -9.28681, -6.39779], [-10.44409, -9.83665, -4.81123], [-9.69686, -13.82018, -2.44627], [-9.23896, -14.66276, -1.26981], [-8.58530, -13.89492, -0.13915], [-8.02003, -14.92672, 0.81821], [-7.47318, -13.00835, -0.62787], [-6.39790, -13.75509, -1.38246], [-9.68236, -13.10653, 0.54879], [-9.21588, -11.93177, 1.38245], [-8.31002, -12.39646, 2.34655], [-7.56758, -11.33458, 2.93757], [-8.89526, -13.43948, -3.08039], [-10.28569, -12.94902, -2.16742], [-10.28320, -14.48569, -3.08509], [-8.51214, -15.40777, -1.58121], [-10.09722, -15.16711, -0.82893], [-8.81115, -15.23656, 1.49197], [-7.23559, -14.46772, 1.40871], [-7.64281, -15.76962, 0.25108], [-7.13388, -12.44211, 0.23262], [-7.99132, -12.29387, -1.27111], [-5.98800, -14.57818, -0.80157], [-5.59352, -13.05342, -1.59821], [-6.78013, -14.12840, -2.33170], [-10.22761, -13.82387, 1.16046], [-10.37194, -12.75053, -0.21050], [-10.12328, -11.52245, 1.84369], [-8.77026, -11.16919, 0.73533], [-7.01390, -11.72811, 3.78486], [-8.25031, -10.55439, 3.28427], [-6.85032, -10.89809, 2.23328]], "homo_energy_ev": -12.89, "total_charge": 2}

{"formula": "C21H68O13", "method": "ωB97M-V/def2-TZVPD", "symbols": ["C", "C", "O", "H", "H", "H", "H", "H", "H", "C", "C", "O", "H", "H", "H", "H", "H", "H", "C", "C", "O", "H", "H", "H", "H", "H", "H", "C", "C", "O", "H", "H", "H", "H", "H", "H", "C", "C", "O", "H", "H", "H", "H", "H", "H", "C", "C", "O", "H", "H", "H", "H", "H", "H", "C", "C", "O", "H", "H", "H", "H", "H", "H", "C", "C", "O", "H", "H", "H", "H", "H", "H", "C", "O", "H", "H", "H", "H", "C", "O", "H", "H", "H", "H", "C", "O", "H", "H", "H", "H", "C", "O", "H", "H", "H", "H", "C", "O", "H", "H", "H", "H"], "xyz": [[-10.04632, -27.72093, 21.55553], [-10.98024, -27.07121, 22.56032], [-12.33000, -27.52333, 22.47608], [-9.12379, -27.13523, 21.55427], [-10.45234, -27.74187, 20.54405], [-9.79411, -28.73681, 21.86419], [-10.91367, -25.98331, 22.54635], [-10.62517, -27.32811, 23.56978], [-12.30282, -28.46220, 22.69051], [-7.31805, -23.73076, 19.52137], [-7.71266, -25.20082, 19.33763], [-6.94520, -26.03668, 20.19541], [-7.50289, -23.37909, 20.54216], [-7.97212, -23.13918, 18.87763], [-6.24578, -23.63796, 19.37323], [-7.45513, -25.46976, 18.31046], [-8.77484, -25.44110, 19.45370], [-7.13568, -25.86950, 21.13851], [-4.29776, -32.45597, 20.55494], [-5.59346, -31.93366, 21.17610], [-5.40102, -31.50376, 22.51413], [-3.95241, -33.29679, 21.16395], [-3.51127, -31.70389, 20.59101], [-4.48888, -32.79925, 19.53868], [-6.39900, -32.66610, 21.07107], [-5.91836, -31.03040, 20.64810], [-5.40552, -32.27075, 23.10307], [-6.44836, -32.68949, 25.58479], [-5.62162, -33.87663, 25.08339], [-5.97514, -34.17666, 23.74117], [-7.51214, -32.88406, 25.44428], [-6.20662, -31.79239, 25.01232], [-6.23931, -32.49367, 26.63444], [-5.79783, -34.74008, 25.73232], [-4.56624, -33.59313, 25.17506], [-5.44417, -34.92379, 23.44707], [-5.81508, -24.96305, 23.41311], [-7.29377, -24.68685, 23.62984], [-8.08238, -25.47845, 22.71757], [-5.62396, -26.03553, 23.45432], [-5.20749, -24.44965, 24.15494], [-5.53694, -24.64239, 22.40523], [-7.52235, -23.62064, 23.60636], [-7.57624, -25.03865, 24.62562], [-8.72695, -24.89765, 22.29686], [-2.67550, -26.46863, 22.34958], [-1.47729, -25.95759, 21.58566], [-0.27484, -26.58163, 22.09922], [-3.55226, -25.91714, 21.97429], [-2.63470, -26.25279, 23.41664], [-2.95117, -27.50808, 22.18142], [-1.44028, -24.87059, 21.66722], [-1.53317, -26.27220, 20.54351], [0.04860, -26.06366, 22.84165], [-3.76191, -28.03749, 17.91558], [-4.26919, -28.24068, 19.34030], [-5.70727, -28.30524, 19.32659], [-4.29606, -27.22313, 17.42901], [-3.89476, -28.93513, 17.31401], [-2.69722, -27.78395, 17.95929], [-4.00252, -27.37648, 19.95544], [-3.93875, -29.17200, 19.79466], [-6.07390, -27.40559, 19.36635], [-1.71540, -29.89541, 24.06903], [-1.37598, -30.16648, 22.60629], [-0.17977, -29.46619, 22.24298], [-1.93388, -28.85515, 24.30291], [-0.85448, -30.21932, 24.65633], [-2.59833, -30.45860, 24.39286], [-2.16714, -29.79238, 21.94645], [-1.14229, -31.21303, 22.41965], [-0.34678, -28.52936, 22.03457], [-6.47765, -28.13128, 22.44892], [-5.77163, -28.82520, 23.48580], [-7.18740, -28.77624, 21.93144], [-7.08193, -27.36205, 22.94363], [-5.80131, -27.61223, 21.77083], [-5.56048, -29.67281, 23.06274], [-8.91071, -29.68506, 25.01337], [-9.52123, -29.43010, 26.27224], [-9.13178, -30.68424, 24.63646], [-9.22032, -28.90531, 24.31590], [-7.82579, -29.52861, 25.03622], [-8.97920, -29.83763, 26.95247], [-7.83884, -27.63500, 26.08614], [-8.25126, -28.05951, 27.36490], [-7.23688, -28.37520, 25.54004], [-8.64824, -27.37277, 25.39626], [-7.16687, -26.78705, 26.22092], [-8.90837, -28.75385, 27.24229], [-4.40980, -27.59913, 26.33325], [-4.57281, -26.90799, 25.12642], [-4.62528, -26.93012, 27.16498], [-5.07923, -28.46310, 26.46020], [-3.42689, -28.07577, 26.43997], [-4.92660, -27.50543, 24.44449], [-9.24018, -31.45202, 21.08119], [-10.04551, -31.99798, 22.11771], [-8.77238, -32.24117, 20.49375], [-9.89173, -30.82667, 20.47611], [-8.45085, -30.80974, 21.48264], [-9.70018, -32.84525, 22.40537]], "homo_energy_ev": -9.32}

{"formula": "CH3N2OP", "method": "ωB97M-V/def2-TZVPD", "symbols": ["C", "N", "N", "O", "P", "H", "H", "H"], "xyz": [[0.28908, -0.10423, -0.20828], [-0.78038, -0.84200, 0.43527], [0.48227, -1.45034, 0.25438], [-3.14600, 0.73009, 0.41209], [-2.92191, -0.42570, -0.36806], [0.15568, 0.16137, -1.29776], [0.72322, 0.68294, 0.44652], [-1.08119, -0.40955, 1.35692]], "homo_energy_ev": [-6.74, -11.11], "s2": 2.0073, "spin_multiplicity": 3}

{"formula": "C14H30ClCoN6O9", "method": "ωB97M-V/def2-TZVPD", "symbols": ["Co", "C", "N", "C", "C", "O", "C", "O", "C", "C", "O", "N", "C", "C", "H", "H", "H", "H", "H", "H", "H", "H", "H", "H", "H", "H", "H", "H", "H", "H", "N", "C", "C", "C", "C", "N", "C", "N", "N", "C", "O", "O", "H", "H", "H", "H", "H", "H", "H", "H", "H", "H", "H", "H", "H", "H", "O", "Cl", "O", "O", "O"], "xyz": [[-0.68002, 0.20468, -0.48243], [-4.77318, -1.23086, 2.66235], [-3.42101, -1.28301, 2.10673], [-2.53841, -2.27083, 2.72912], [-3.03329, -0.59408, 1.05532], [-1.89995, -0.82209, 0.54797], [-3.97221, 0.42594, 0.44388], [-3.34906, 1.06825, -0.63035], [-3.18048, 2.45565, -0.52104], [-1.82846, 2.79907, 0.08746], [-1.01057, 1.88187, 0.38453], [-1.53411, 4.05492, 0.33308], [-2.43209, 5.17167, 0.05052], [-0.24090, 4.42896, 0.90671], [-4.70800, -1.08065, 3.73834], [-5.28331, -2.17454, 2.46828], [-5.35706, -0.42369, 2.23588], [-2.63551, -2.18349, 3.80920], [-1.51012, -2.08140, 2.44369], [-2.83225, -3.27690, 2.42802], [-4.30568, 1.12603, 1.21474], [-4.85341, -0.10572, 0.07053], [-3.96910, 2.90266, 0.09096], [-3.25497, 2.87637, -1.52449], [-3.24282, 4.88395, -0.60966], [-1.86035, 5.95522, -0.44358], [-2.84230, 5.56972, 0.97890], [0.31668, 3.53991, 1.17479], [-0.41104, 5.03929, 1.79284], [0.31765, 5.01209, 0.17492], [-0.18497, -1.46949, -1.32980], [0.76653, -2.20259, -0.45020], [1.96488, -2.77870, -1.20506], [2.85963, -1.78142, -1.94768], [3.66174, -0.82142, -1.06792], [4.39740, -1.46637, 0.01609], [5.53098, -2.13861, -0.10656], [6.23754, -2.10266, -1.23883], [5.97785, -2.86860, 0.91745], [1.18373, -1.29585, 0.70491], [2.05203, -1.66832, 1.47274], [0.57029, -0.16106, 0.80290], [-1.01441, -2.02377, -1.52283], [0.24022, -1.25238, -2.22818], [0.22029, -3.02829, 0.00794], [1.59498, -3.51708, -1.91987], [2.55096, -3.33717, -0.47376], [2.28028, -1.15460, -2.63410], [3.53392, -2.35323, -2.58837], [3.01136, -0.08660, -0.59517], [4.34620, -0.23185, -1.68093], [3.85288, -1.58290, 0.86852], [6.02625, -1.42748, -1.95248], [7.11901, -2.58183, -1.31029], [5.43538, -2.96242, 1.75938], [6.89327, -3.28397, 0.90636], [-0.35207, 2.97351, -2.45021], [-0.15105, 1.59229, -2.65006], [0.41504, 1.26332, -3.89100], [-1.40119, 0.84630, -2.39313], [0.70638, 1.03419, -1.53707]], "homo_energy_ev": [-15.29, -15.29], "total_charge": 2}

Summary of strongest force on any atom in eV Å⁻¹
1.4; 4.8; 5.8; 0.5
(order as listed above)
Summary of relative energy (zero: lowest compared OMol25 entry of this formula, charge and spin) in eV
0.0000; 6.1332; 0.4146; 0.0000
(order as listed above)